A molecular structure, C10H24N2O2P2Ti in a non-equilibrium geometry. Source: OMol25; level of theory: ωB97M-V with the def2-TZVPD basis set.

Geometry as ORCA input:
```
! RIJCOSX wB97M-V def2-TZVPD def2/J DEFGRID3
* xyz 2 3
Ti -0.24286 0.11394 -0.17919
P 0.06510 -1.99572 -1.43213
P -1.38157 0.13990 2.26723
N 0.31920 0.83104 -1.98121
N 0.04082 2.02619 0.46291
H 1.16499 2.66425 -2.60704
H 1.67974 3.21341 -0.12277
H 2.16883 1.62900 -1.63316
C 1.13841 1.98075 -1.74721
H 0.14876 3.67632 -0.84275
C 0.74542 2.80566 -0.52729
H 1.90280 -0.04633 -3.10167
H -0.31483 3.71746 1.65204
C 0.77997 0.06806 -3.18794
C -0.50420 2.63889 1.54411
H 0.88819 -2.08374 -3.65289
C 0.18407 -1.35860 -3.17063
H -0.79799 -1.42288 -3.67470
H -2.77968 0.03190 2.44653
H -0.91110 -0.24391 3.56080
H -1.04374 -2.89023 -1.57748
H 1.12960 -2.95472 -1.41232
O -2.24758 0.04639 -0.30388
C -3.10615 0.59577 -1.07325
C -3.69150 -0.24270 -2.14109
C -3.36242 2.04243 -1.04483
H 0.71526 0.51102 -4.19902
H -2.94909 -0.83041 -2.71069
H -4.43575 -0.91919 -1.67284
H -4.16946 0.40901 -2.87152
H -2.48764 2.64992 -0.71048
H -3.54204 2.36437 -2.08654
H -4.27629 2.18888 -0.43218
C -1.26535 1.93048 2.45866
H -1.75501 2.49540 3.25655
C 1.93305 -1.79788 1.47848
O 1.48879 -0.50521 0.99143
H 2.44212 -2.32499 0.66673
H 1.06590 -2.38223 1.80102
H 2.61705 -1.66246 2.32386
H 2.03627 0.18276 1.41841
*
```

Calculated values
- Calculated total energy: -59510.96308 eV
- LUMO level (alpha / beta): -6.91 / -8.96 eV
- HOMO level (alpha / beta): -14.74 / -14.75 eV
- Kohn-Sham gap (alpha / beta): 7.83 / 5.79 eV